The following is a DFT calculation (ωB97M-V with the def2-TZVPD basis set) of C2H4N2S2 in the gas phase.

CARTESIAN COORDINATES (ANGSTROEM)
C1 -0.60 1.73 0.33
C2 0.27 -1.71 0.18
N1 -0.65 1.69 -0.95
N2 -0.55 1.27 -1.98
S1 0.96 1.07 0.98
S2 1.32 -0.35 -0.33
H1 -1.19 2.10 1.13
H2 0.99 -2.45 0.28
H3 -0.32 -1.93 -0.75
H4 -0.22 -1.42 1.12

Calculated values
Energy above the lowest of the compared OMol25 structures with the same formula, charge and spin in kJ/mol: 300.4
Spin multiplicity: 1
Lowest unoccupied orbital energy in eV: 0.553